[1]
The following is a DFT calculation (the ωB97M-V functional and the def2-TZVPD basis) of a structure of composition C30H50BrMgN3P2S at a distorted geometry.

Output
Orbital gap ... 8.0 eV
Strongest force on any atom ... 2.97 eV/Å
Total charge ... +2
Energy above the lowest of the compared OMol25 structures with the same formula, charge and spin ... 0.0 kJ/mol
E_HOMO ... -0.498 Ha

Last column: Mulliken charge in e.
Cartesian coordinates (Å):
C 0.2018 1.3630 -4.4751  -0.51
C 1.1538 1.2944 -3.4360  0.85
C 1.9455 2.4306 -3.1622  -0.15
C 1.7554 3.5762 -3.9419  -0.54
N 0.8411 3.6179 -4.9130  -0.53
C 0.0892 2.5539 -5.2009  -0.35
C 1.3225 0.0948 -2.7005  -0.12
C 1.4423 -0.8920 -1.9658  -0.95
C 1.9795 -2.1215 -1.4426  1.72
C 1.4447 -2.7482 -0.2773  0.05
C 2.1267 -3.8130 0.3038  -1.03
C 3.2875 -4.2564 -0.3030  -0.06
C 3.7738 -3.7442 -1.4971  -0.55
C 3.1247 -2.6638 -2.0671  -0.85
Mg 0.1606 -0.8695 0.3019  1.15
P -0.9743 1.8243 -0.2966  0.00
H 2.7220 2.3987 -2.4026  0.50
H -0.3957 0.4925 -4.7349  0.46
H 2.3634 4.4703 -3.7562  0.40
H -0.6314 2.6241 -6.0239  0.39
H 3.4783 -2.1687 -2.9803  0.54
H 0.4005 -2.6371 0.1383  0.18
H 4.6522 -4.1640 -1.9827  0.49
H 1.7545 -4.2854 1.1859  0.64
C -2.1396 2.1725 1.1226  -0.62
C -2.6486 3.5963 1.3161  -1.53
H -1.6018 1.8467 2.0259  0.50
H -2.9794 1.4708 1.0108  0.60
H -3.2428 3.6405 2.2390  0.44
H -1.8384 4.3276 1.4210  0.26
H -3.3051 3.9215 0.5006  0.30
C -0.0052 3.4070 -0.4457  -0.21
C -0.5744 4.5473 -1.2879  -1.65
H 0.9588 3.0888 -0.8775  0.29
H 0.2157 3.7639 0.5734  0.57
H 0.1384 5.3847 -1.2855  0.44
H -0.7178 4.2596 -2.3374  0.26
H -1.5236 4.9303 -0.8915  0.28
C -2.0705 1.8350 -1.7956  0.61
C -3.3319 2.6892 -1.7828  -1.62
H -2.3479 0.7793 -1.9294  0.10
H -1.4381 2.0934 -2.6547  -0.08
H -3.9057 2.5068 -2.7024  0.47
H -3.9921 2.4486 -0.9420  0.34
H -3.1169 3.7649 -1.7614  0.23
Br 4.2038 -5.6714 0.5863  -0.11
P 1.5289 0.3848 2.0997  0.90
C 1.3116 2.1265 2.6451  -0.34
C 1.7309 2.4440 4.0784  -1.48
H 0.2415 2.3603 2.5043  0.07
H 1.8668 2.7596 1.9330  0.42
H 1.4556 3.4835 4.3026  0.44
H 1.2249 1.7999 4.8099  0.30
H 2.8174 2.3567 4.2213  0.27
C 1.4464 -0.6568 3.6008  -0.67
C 2.7253 -0.8577 4.3979  -1.41
H 1.0681 -1.6321 3.2541  0.43
H 0.6614 -0.2313 4.2402  0.55
H 2.5457 -1.5920 5.1915  0.44
H 3.5487 -1.2423 3.7890  0.33
H 3.0605 0.0617 4.8896  0.26
C 3.2421 0.2825 1.4509  -0.50
C 4.2870 1.1502 2.1466  -1.34
H 3.1682 0.5521 0.3834  0.27
H 3.5293 -0.7797 1.4755  0.44
H 5.2533 1.0218 1.6438  0.44
H 4.0371 2.2159 2.1035  0.32
H 4.4300 0.8679 3.1965  0.25
C -1.6048 -2.7369 -2.2950  -0.91
N -2.3955 -3.4270 -1.2705  0.16
C -2.9959 -4.6976 -1.6495  -1.13
C -2.6243 -2.8142 -0.0885  0.12
S -2.2536 -1.1213 0.0514  -0.60
N -3.0632 -3.4690 1.0291  0.17
C -4.1876 -4.4079 1.0068  -0.99
C -2.9642 -2.7833 2.3222  -0.91
H -1.5354 -3.3919 -3.1657  0.37
H -0.5850 -2.5313 -1.9415  0.36
H -2.0664 -1.7825 -2.5779  0.26
H -2.6346 -5.5116 -1.0116  0.36
H -4.0903 -4.6295 -1.6250  0.44
H -2.6914 -4.9108 -2.6752  0.35
H -4.2582 -4.8331 2.0155  0.35
H -5.1410 -3.9006 0.7735  0.33
H -4.0196 -5.2313 0.3085  0.38
H -1.9982 -2.2874 2.4284  0.17
H -3.7638 -2.0438 2.4386  0.37
H -3.0634 -3.5453 3.0969  0.41

Forces on atoms 1 to 2 (eV/Å):
C 0.4199 0.1196 0.0057
C -0.2145 0.9346 -0.6907


[2]
The following is a DFT calculation (the ωB97M-V functional and the def2-TZVPD basis) of a cluster of 9 separate species, C30H50O23 in total at a distorted geometry.

Output
Orbital gap (alpha / beta) ... 1.9 / 10.2 eV
Strongest force on any atom ... 4.58 eV/Å
Expectation value of S² ... 0.7505
Total charge ... -1
E_HOMO (alpha / beta) ... -0.004 / -0.309 Ha
2S+1 ... 2

Last column: Mulliken charge in e.
Cartesian coordinates (Å):
C 10.0521 7.9869 -8.7719  -1.31
C 9.8992 6.6597 -8.0278  0.97
C 10.9138 5.6113 -8.1750  -0.56
O 11.4540 5.3151 -6.9024  -0.33
C 10.9407 6.1578 -6.0460  0.50
O 11.3320 6.3076 -4.9147  -0.56
O 9.9957 6.9681 -6.6940  -0.19
H 10.9137 8.6085 -8.5281  0.31
H 9.1530 8.5845 -8.6213  0.01
H 10.0540 7.8648 -9.8550  0.49
H 8.9927 6.2064 -8.4290  0.05
H 11.7073 5.9620 -8.8349  0.28
H 10.4527 4.7224 -8.6055  0.34
C 4.5133 12.9376 -9.8441  -2.28
C 5.5622 13.1468 -10.9529  1.54
C 4.9605 12.7259 -12.2757  -0.47
O 5.4236 13.6419 -13.1793  -0.38
C 6.0901 14.6387 -12.5874  0.59
O 6.5063 15.6339 -13.1389  -0.59
O 5.9814 14.4403 -11.2478  -0.15
H 4.6595 13.4852 -8.9131  0.34
H 4.5001 11.8488 -9.7946  0.38
H 3.4998 13.1801 -10.1637  0.56
H 6.4379 12.5577 -10.6807  -0.45
H 3.9074 12.9974 -12.2022  0.40
H 4.9720 11.7019 -12.6490  0.30
C 10.0938 12.5787 -4.6542  -1.27
C 10.1302 11.1054 -4.4951  0.51
C 9.7400 10.3062 -5.7395  1.17
O 10.9103 9.9206 -6.3794  -0.20
C 11.9219 10.1629 -5.5560  0.52
O 13.1287 10.0525 -5.8435  -0.65
O 11.4735 10.7982 -4.4224  -0.43
H 10.8043 13.0504 -3.9754  0.44
H 9.0751 12.9566 -4.5677  0.21
H 10.4346 12.7806 -5.6697  0.24
H 9.6697 10.8927 -3.5303  0.37
H 9.1941 10.9548 -6.4246  -0.65
H 9.0789 9.4890 -5.4511  -0.23
C 3.1805 12.5576 -5.5245  -3.13
C 4.6894 12.8149 -5.5510  6.00
C 5.1361 13.3822 -4.2225  -1.32
O 6.1371 12.5126 -3.8092  -0.05
C 6.2315 11.4090 -4.5873  0.15
O 6.9762 10.4289 -4.4699  -0.52
O 5.3978 11.5656 -5.6852  -0.57
H 2.9391 12.0318 -6.4483  0.06
H 2.7157 13.5424 -5.4785  0.63
H 2.7616 11.8227 -4.8371  0.39
H 4.8761 13.5058 -6.3731  -1.58
H 4.4605 13.6896 -3.4243  0.00
H 5.8014 14.2120 -4.4612  0.24
C 9.3685 15.9472 -8.8882  -1.33
C 8.5454 16.4899 -10.0690  1.23
C 7.5713 17.5540 -9.6049  -0.05
O 8.2045 18.7855 -9.8120  -0.37
C 9.2818 18.5523 -10.6551  0.54
O 10.1138 19.4329 -10.9518  -0.60
O 9.3480 17.2036 -10.9877  -0.43
H 9.8089 16.8573 -8.4809  0.41
H 10.1949 15.2533 -9.0422  0.35
H 8.7656 15.5923 -8.0524  0.15
H 8.0609 15.6948 -10.6356  -0.16
H 7.4573 17.5052 -8.5220  0.12
H 6.6547 17.4379 -10.1834  0.21
C 3.2135 17.9904 -4.5355  -1.88
C 3.1750 16.9915 -5.6869  -0.82
C 3.1673 17.5883 -7.0860  -1.86
O 4.4308 17.0854 -7.6652  0.46
C 5.0163 16.1601 -6.8670  0.73
O 5.9981 15.5153 -7.1695  0.16
O 4.4115 16.2218 -5.6483  -0.41
H 2.4229 18.7400 -4.5000  0.48
H 4.1425 18.5516 -4.4349  0.33
H 3.1871 17.4853 -3.5700  0.54
H 2.2702 16.3943 -5.5742  0.21
H 3.1828 18.6668 -6.9286  0.16
H 2.2970 17.1905 -7.6079  1.07
C 4.6371 8.0644 -4.9202  -1.62
C 5.8587 7.8919 -5.9294  1.03
C 5.9218 6.6432 -6.6921  -0.34
O 6.5289 7.1296 -7.8609  -0.35
C 6.1239 8.3716 -8.0697  0.58
O 6.2773 8.9816 -9.0977  -0.59
O 5.5645 8.7959 -6.9968  -0.27
H 4.5556 9.0690 -4.5051  0.17
H 4.8399 7.5076 -4.0053  0.41
H 3.7533 7.6273 -5.3850  0.41
H 6.7851 8.1907 -5.4389  -0.16
H 4.9622 6.1399 -6.8108  0.25
H 6.6431 5.9422 -6.2720  0.31
C 9.2871 11.3038 -12.2161  -0.46
O 7.9702 10.9410 -12.6482  -0.42
H 9.8149 10.3942 -11.9295  0.23
H 9.9283 11.7726 -12.9627  0.30
H 9.2940 11.9978 -11.3757  0.11
H 8.1058 10.1558 -13.1837  0.27
C 7.6094 12.1658 -8.4987  0.77
O 7.9063 13.1335 -7.5587  -0.25
H 8.0159 12.4589 -9.4666  -0.13
H 8.0986 11.2340 -8.2148  -0.45
H 6.5900 11.7800 -8.5052  -0.12
H 7.3631 13.9243 -7.5245  -0.06

Forces on atoms 1 to 2 (eV/Å):
C -0.1770 0.1040 -0.9102
C -0.3660 1.5809 -1.7923


What is the formula in the second record? C30H50O23


Which value of total charge does entry 2 give? -1